No. 1
8
Properties=species:S:1:pos:R:3 method="wB97M-V/def2-TZVPD" gap_ev="7.14 / 7.15" relative_energy_kcal_mol=65.1 charge=-1
C 0.403 -0.709 0.147
N 0.856 -1.733 0.471
O -1.797 -0.136 -1.167
O -1.070 1.601 0.533
P -1.336 0.000 0.250
H 1.879 0.783 -0.209
H 1.813 -1.894 0.214
H -0.747 2.088 -0.238

***

No. 2
30
Properties=species:S:1:pos:R:3 method="wB97M-V/def2-TZVPD" gap_ev=4.73 charge=-2
C -3.055 -1.589 0.233
C -1.681 -1.017 0.370
C -1.553 0.263 -0.434
P -2.376 1.634 0.233
O -2.537 2.814 -0.643
O -3.365 1.477 1.339
O -0.827 2.361 1.384
C 0.278 1.927 0.976
N 1.534 1.823 1.207
C 1.037 0.869 0.286
C 1.344 -0.532 0.914
C 2.848 -0.825 1.200
C 1.472 1.080 -1.167
C 1.628 -0.062 -2.162
H -3.154 -2.554 0.891
H -3.241 -2.123 -0.799
H -3.853 -0.939 0.494
H -0.891 -1.652 0.026
H -1.414 -0.614 1.397
H -2.092 0.033 -1.337
H 0.986 -1.345 0.301
H 0.888 -0.447 1.842
H 3.457 -0.922 0.247
H 2.839 -1.799 1.831
H 3.223 -0.056 1.876
H 2.372 1.734 -1.183
H 0.830 1.723 -1.779
H 0.873 -0.469 -2.841
H 1.993 -1.070 -1.800
H 2.438 0.273 -2.903

***

No. 3
40
Properties=species:S:1:pos:R:3 method="wB97M-V/def2-TZVPD" gap_ev=4.44 relative_energy_kcal_mol=0.3 charge=+1
C -2.248 -3.980 -0.322
C -2.374 -2.513 0.097
C -1.060 -1.801 0.093
C 0.156 -2.528 0.095
N 0.153 -3.894 0.135
C -1.068 -4.636 0.364
C 1.371 -4.641 0.366
C 2.554 -3.990 -0.320
C 2.687 -2.524 0.099
C 1.376 -1.807 0.095
C 1.308 -0.401 0.089
N 0.163 0.273 0.080
C -0.985 -0.396 0.087
H -3.157 -4.522 -0.056
H -2.114 -4.033 -1.408
H -3.069 -2.001 -0.580
H -2.825 -2.468 1.103
H -1.274 -4.716 1.445
H -0.909 -5.650 -0.017
H 1.576 -4.720 1.448
H 1.209 -5.654 -0.014
H 3.462 -4.536 -0.053
H 2.421 -4.042 -1.406
H 3.137 -2.480 1.106
H 3.384 -2.015 -0.577
H 2.228 0.184 0.087
H -1.903 0.194 0.084
C -1.007 6.983 -0.113
C -0.331 6.561 -1.405
S -0.348 4.760 -1.656
C 0.069 4.113 -0.161
S -0.053 4.819 1.360
C -0.090 6.608 1.037
H -1.162 8.067 -0.119
H -1.981 6.498 -0.008
H -0.871 6.965 -2.270
H 0.717 6.884 -1.435
H 0.368 3.063 -0.170
H 0.942 6.927 0.849
H -0.452 7.048 1.975

***

No. 4
47
Properties=species:S:1:pos:R:3 method="wB97M-V/def2-TZVPD" gap_ev="3.47 / 9.07" relative_energy_kcal_mol=0.0 charge=0 spin_multiplicity=4
Ti -0.886 -0.974 -0.360
B -0.651 -2.111 -2.533
H -1.649 -1.553 -2.172
H 0.139 -1.315 -3.009
H -0.194 -2.574 -1.520
H -0.951 -3.008 -3.279
C -3.030 1.044 -2.210
O -1.694 0.928 -1.820
C -0.795 1.924 -2.182
C 0.616 1.368 -2.160
N 0.901 0.520 -0.984
C 2.147 -0.272 -1.172
C 3.424 0.513 -0.880
O 3.178 1.512 0.086
C 4.218 1.671 1.034
H -3.609 0.338 -1.614
H -3.187 0.855 -3.275
H -3.461 2.035 -1.984
H -0.925 2.812 -1.544
H -0.979 2.285 -3.205
H 1.301 2.231 -2.198
H 0.839 0.828 -3.080
H 1.229 1.204 -0.301
H 2.173 -0.767 -2.140
H 2.068 -1.084 -0.443
H 3.817 0.965 -1.805
H 4.236 -0.139 -0.538
H 5.179 1.830 0.539
H 4.262 0.788 1.680
H 3.970 2.551 1.622
C -0.439 -2.319 3.748
C -0.797 -1.733 2.379
C -1.727 -0.546 2.559
O -2.181 -0.038 1.292
C -2.921 1.152 1.457
N 0.374 -1.434 1.523
H 0.015 -1.573 4.414
H 0.219 -3.180 3.645
H -1.329 -2.657 4.286
H -1.408 -2.527 1.936
H -1.256 0.245 3.154
H -2.638 -0.915 3.043
H -3.674 1.012 2.240
H -3.449 1.346 0.525
H -2.284 2.011 1.684
H 0.983 -0.916 2.164
H 0.828 -2.337 1.396

***

No. 5
89
Properties=species:S:1:pos:R:3 method="wB97M-V/def2-TZVPD" gap_ev="7.36 / 5.99" relative_energy_kcal_mol=10.6 charge=+2 spin_multiplicity=5
Ru 0.626 -0.955 0.177
S 1.154 -1.462 2.448
C 0.178 -2.886 2.118
C 0.087 -3.986 2.959
C -0.711 -5.042 2.559
C -1.381 -4.976 1.340
C -1.224 -3.854 0.555
N -0.464 -2.817 0.942
H 0.632 -4.004 3.892
H -0.809 -5.917 3.188
H -2.015 -5.782 1.003
H -1.726 -3.763 -0.395
C -0.808 0.883 -3.255
Si 1.012 0.679 -2.879
C 1.852 2.030 -1.881
C 1.924 0.622 -4.512
C 1.249 -0.936 -1.862
C 2.678 -1.128 -1.491
C 3.842 -1.256 -2.237
C 5.032 -1.428 -1.548
C 5.045 -1.472 -0.155
C 3.854 -1.356 0.525
N 2.711 -1.189 -0.155
Si 0.510 -2.578 -2.591
C 1.266 -4.003 -1.635
C -1.361 -2.454 -2.504
C 0.988 -2.800 -4.378
H -1.037 1.884 -3.623
H -1.453 0.673 -2.399
H -1.086 0.196 -4.058
H 1.432 3.018 -2.059
H 2.907 2.081 -2.163
H 1.813 1.842 -0.805
H 1.813 1.614 -4.964
H 1.525 -0.097 -5.224
H 2.995 0.456 -4.410
H 3.817 -1.234 -3.315
H 5.959 -1.534 -2.096
H 5.966 -1.611 0.391
H 3.782 -1.414 1.602
H 1.374 -3.852 -0.560
H 2.264 -4.209 -2.032
H 0.675 -4.912 -1.781
H -1.740 -1.985 -1.591
H -1.823 -3.439 -2.606
H -1.727 -1.851 -3.336
H 2.066 -2.745 -4.541
H 0.494 -2.092 -5.041
H 0.666 -3.801 -4.680
C -2.457 4.298 1.110
Si -2.019 3.114 -0.259
C -3.542 2.325 -0.979
C -1.025 4.077 -1.498
Sb -0.659 1.207 1.011
Si -2.628 0.149 2.416
C -3.493 -1.023 1.246
C -3.763 1.547 2.912
C -1.983 -0.698 3.947
Si 0.956 2.554 2.594
C 1.780 3.855 1.541
C 2.232 1.422 3.345
C -0.114 3.291 3.939
H -3.029 5.089 0.611
H -1.585 4.775 1.558
H -3.084 3.889 1.899
H -4.203 3.135 -1.303
H -4.095 1.740 -0.244
H -3.338 1.697 -1.846
H -1.664 4.914 -1.801
H -0.754 3.532 -2.396
H -0.125 4.508 -1.060
H -3.945 -0.498 0.404
H -4.292 -1.550 1.774
H -2.806 -1.772 0.852
H -4.335 1.947 2.075
H -3.245 2.369 3.407
H -4.479 1.142 3.634
H -1.557 -1.681 3.751
H -2.839 -0.836 4.614
H -1.244 -0.100 4.483
H 2.505 3.428 0.847
H 2.323 4.528 2.210
H 1.073 4.461 0.972
H 2.869 0.931 2.604
H 1.803 0.668 4.003
H 2.880 2.060 3.955
H -0.519 4.266 3.668
H 0.519 3.437 4.819
H -0.939 2.647 4.245

***

The records above give, respectively, molar mass values of 92.01 217.21 293.48 285.04 789.05 g mol⁻¹.